(1)
Molecular formula: C7H15BN2O3
Method: DFT, ωB97M-V/def2-TZVPD

The multiplicity is 1. For the orbital gap, the calculation gives 8.24 eV. The value obtained for the energy above the lowest of the compared OMol25 structures with the same formula, charge and spin is 0.0000 eV. Its SMILES is C[C@H](N)C(=O)N1CCC[C@H]1B(O)O. Its maximum force is 3.3 eV/Å. Its lowest unoccupied orbital energy is 0.04 eV. Its total energy is -17303.161 eV.

XYZ file:
```
28
Properties=species:S:1:pos:R:3:lowdin_charge:R:1
O -1.130 2.218 0.351 0.0469
O 2.415 -1.834 0.513 0.1286
O 0.125 -2.729 0.573 0.1398
B 1.069 -1.814 0.090 -0.5532
C -0.933 1.021 0.333 -0.3766
N 0.336 0.511 0.090 0.0070
N -2.073 -0.909 1.271 0.0576
C 1.493 1.472 -0.026 -0.0920
C 2.326 1.072 -1.299 -0.1259
C 1.823 -0.293 -1.754 -0.1632
C -3.343 1.173 0.993 -0.0747
C 0.614 -0.644 -0.870 -0.1268
C -2.308 0.239 0.450 -0.3789
H 2.875 -2.698 0.605 0.1236
H 0.560 -3.376 1.110 0.0935
H -1.894 -0.529 2.188 0.0820
H -1.304 -1.496 1.013 0.0231
H 2.035 1.411 0.942 0.1283
H 1.178 2.468 -0.140 0.0845
H 2.141 1.750 -2.138 0.1096
H 3.375 1.027 -1.073 0.1005
H 2.656 -1.003 -1.722 0.1010
H 1.652 -0.419 -2.832 0.1143
H -3.055 1.526 1.964 0.0728
H -3.550 2.087 0.362 0.1029
H -4.311 0.661 1.122 0.0852
H -0.250 -0.810 -1.545 0.1493
H -2.521 -0.081 -0.574 0.1408
```

(2)
Molecular formula: C5H11NO
Method: DFT, ωB97M-V/def2-TZVPD

The multiplicity is 1. For the orbital gap, the calculation gives 8.69 eV. The value obtained for the energy above the lowest of the compared OMol25 structures with the same formula, charge and spin is 3.4338 eV. Its SMILES is C=C/C(N)=C/C.O. Its maximum force is 2.4 eV/Å. Its lowest unoccupied orbital energy is 0.70 eV. Its total energy is -8898.264 eV.

XYZ file:
```
18
Properties=species:S:1:pos:R:3:lowdin_charge:R:1
C 2.426 -0.026 -0.020 -0.1037
N 0.084 0.852 -1.867 0.0599
C 0.011 0.438 -0.497 -0.3774
C 0.971 -0.279 0.158 -0.1100
C -1.651 1.833 0.630 -0.0075
C -1.270 0.627 0.215 -0.1674
H 2.591 0.356 -1.047 0.0786
H 2.755 0.717 0.711 0.0732
H 3.021 -0.926 0.238 0.0750
H 0.013 1.869 -1.909 0.0766
H -0.812 0.537 -2.258 0.0848
H 0.664 -1.116 0.789 0.0874
H -0.871 2.591 0.767 0.0662
H -2.681 2.118 0.824 0.0487
H -1.753 -0.300 0.590 0.1047
H -1.648 -3.544 1.322 0.0345
H -0.930 -2.800 0.203 0.0313
O -0.921 -2.945 1.151 -0.0549
```

(3)
Molecular formula: C6H10O
Method: DFT, ωB97M-V/def2-TZVPD

The multiplicity is 1. For the orbital gap, the calculation gives 10.66 eV. The value obtained for the energy above the lowest of the compared OMol25 structures with the same formula, charge and spin is 2.8445 eV. Its SMILES is C#CC(C)(C)OC. Its maximum force is 1.5 eV/Å. Its lowest unoccupied orbital energy is 0.97 eV. Its total energy is -8428.396 eV.

XYZ file:
```
17
Properties=species:S:1:pos:R:3:lowdin_charge:R:1
C 1.310 -1.430 0.631 -0.1251
O 0.348 -0.478 1.002 -0.1464
C -0.385 0.398 -0.008 -0.5412
C -0.061 1.834 0.405 -0.0236
C -1.865 0.061 0.172 -0.0234
C 0.124 0.055 -1.326 -0.0586
C 0.888 -0.638 -1.963 0.1190
H 2.306 -1.210 1.042 0.0928
H 1.003 -2.459 0.867 0.0928
H 1.441 -1.411 -0.469 0.0215
H -0.238 1.902 1.481 0.0881
H -0.679 2.588 -0.099 0.0903
H 0.989 2.056 0.202 0.0897
H -2.540 0.761 -0.337 0.0903
H -2.069 0.097 1.244 0.0880
H -2.070 -0.947 -0.196 0.0897
H 1.498 -1.177 -2.647 0.0562
```

(4)
Molecular formula: C20H23N5O3
Method: DFT, ωB97M-V/def2-TZVPD

The multiplicity is 1. For the orbital gap, the calculation gives 7.48 eV. The value obtained for the energy above the lowest of the compared OMol25 structures with the same formula, charge and spin is 1.8731 eV. Its SMILES is [H]/N=c1/c(C(=O)NCCCOC)cc2c(=O)n3cc(C)ccc3nc2n1CC=C. Its maximum force is 1.2 eV/Å. Its lowest unoccupied orbital energy is -0.55 eV. Its total energy is -34706.883 eV.

XYZ file:
```
51
Properties=species:S:1:pos:R:3:lowdin_charge:R:1
C 0.788 3.866 -1.281 0.0231
C 0.736 3.922 0.036 -0.1576
C 0.671 2.738 0.958 -0.1583
N 0.439 1.475 0.279 0.0377
C 1.495 0.638 0.114 -0.1986
N 2.686 1.043 0.583 0.1645
C 3.726 0.259 0.436 -0.2389
N 3.664 -0.970 -0.178 0.1091
C 4.772 -1.749 -0.312 0.0222
C 5.993 -1.367 0.148 -0.2478
C 6.090 -0.104 0.788 -0.0057
C 4.990 0.680 0.926 0.0217
H 5.025 1.645 1.403 0.1182
H 7.049 0.222 1.161 0.1214
C 7.200 -2.233 -0.007 -0.0440
H 7.966 -1.713 -0.580 0.0859
H 7.620 -2.471 0.970 0.0859
H 6.950 -3.159 -0.515 0.0813
H 4.588 -2.689 -0.812 0.1380
C 2.422 -1.486 -0.697 -0.3478
O 2.417 -2.578 -1.224 0.0872
C 1.313 -0.601 -0.513 -0.0506
C 0.014 -0.957 -0.945 0.0794
C -1.041 -0.114 -0.804 -0.0343
C -0.852 1.196 -0.204 -0.2983
N -1.817 2.026 -0.124 0.1426
H -1.611 2.932 0.275 0.0538
C -2.368 -0.624 -1.289 -0.4681
O -2.494 -1.788 -1.637 0.0415
N -3.358 0.281 -1.335 0.0638
C -4.712 -0.075 -1.674 -0.1782
C -5.615 -0.137 -0.440 -0.1487
C -5.176 -1.237 0.519 -0.2453
O -6.065 -1.263 1.616 -0.1930
C -5.747 -2.257 2.551 -0.1261
H -4.744 -2.104 2.972 0.0869
H -6.488 -2.190 3.345 0.0852
H -5.784 -3.257 2.099 0.0876
H -5.178 -2.210 0.006 0.1313
H -4.150 -1.049 0.872 0.1243
H -6.642 -0.331 -0.749 0.1158
H -5.593 0.818 0.086 0.1163
H -4.675 -1.053 -2.161 0.1183
H -5.105 0.665 -2.378 0.1179
H -3.152 1.192 -0.922 0.0816
H -0.139 -1.925 -1.401 0.1357
H -0.112 2.887 1.712 0.1294
H 1.629 2.642 1.477 0.1126
H 0.757 4.873 0.551 0.0998
H 0.846 4.757 -1.881 0.0561
H 0.768 2.932 -1.818 0.0649
```

(5)
Molecular formula: C4H11NO2
Method: DFT, ωB97M-V/def2-TZVPD

The multiplicity is 2. For the orbital gap (spin up / spin down), the calculation gives 8.69 / 5.97 eV. The value obtained for the energy above the lowest of the compared OMol25 structures with the same formula, charge and spin is 3.1664 eV. Its maximum force is 4.6 eV/Å. Its lowest unoccupied orbital energy (spin up / spin down) is -5.69 / -8.40 eV. Its charge is +1. Its total energy is -9899.829 eV.

XYZ file:
```
18
Properties=species:S:1:pos:R:3:lowdin_spin:R:1
C -0.713 -0.927 -1.038 0.0201
C -0.760 -0.857 0.494 0.1580
C -1.272 -1.856 1.317 0.3897
C -0.360 0.780 2.246 0.1703
N 0.027 0.284 1.121 0.1844
H -0.686 -2.020 -1.311 0.0056
H -1.582 -0.525 -1.550 0.0113
H 0.221 -0.396 -1.384 -0.0006
H -0.836 -1.914 2.277 0.0129
H -1.833 -2.770 1.034 0.0129
H -0.318 1.910 2.136 0.0158
H -0.877 0.227 3.045 0.0184
H 2.692 -0.141 -0.965 -0.0001
H 2.904 0.957 -0.143 -0.0001
O 2.677 0.836 -1.004 0.0000
H -0.070 2.689 -2.535 0.0000
H 0.829 1.839 -1.722 -0.0001
O -0.043 1.885 -2.018 0.0014
```

(6)
Molecular formula: C20H43OP3SSm
Method: DFT, ωB97M-V/def2-TZVPD

The multiplicity is 6. For the orbital gap (spin up / spin down), the calculation gives 6.31 / 7.36 eV. The value obtained for the energy above the lowest of the compared OMol25 structures with the same formula, charge and spin is 0.0000 eV. Its maximum force is 2.3 eV/Å. Its lowest unoccupied orbital energy (spin up / spin down) is -10.51 / -9.45 eV. Its charge is +3. Its total energy is -80064.337 eV.

XYZ file:
```
69
Properties=species:S:1:pos:R:3:lowdin_spin:R:1
Sm -0.615 -0.292 0.235 5.1054
P 1.955 1.058 1.563 -0.0153
P -2.186 1.869 0.902 -0.0139
P 0.622 1.323 -1.524 -0.0244
H -0.392 -3.812 1.146 0.0001
C 0.526 -3.576 0.566 -0.0005
C 1.645 -2.954 1.009 -0.0005
H 1.780 -2.539 2.039 0.0001
C 2.542 0.546 3.238 -0.0024
C 1.821 2.836 2.039 -0.0018
C 3.647 0.809 0.871 -0.0018
C -3.817 1.474 0.146 -0.0026
C -2.724 2.124 2.628 -0.0015
C -1.768 3.589 0.473 -0.0018
C 1.913 0.473 -2.514 -0.0024
C 1.320 2.994 -1.460 -0.0045
C -0.712 1.537 -2.795 -0.0035
H 0.524 -3.904 -0.489 0.0000
H 2.526 -2.816 0.311 0.0001
H 2.514 -0.544 3.335 -0.0001
H 1.965 1.022 4.032 0.0000
H 3.588 0.872 3.317 -0.0005
H 1.061 2.906 2.839 0.0000
H 1.531 3.472 1.189 0.0000
H 2.797 3.155 2.440 -0.0004
H 3.752 -0.266 0.672 0.0000
H 4.369 1.094 1.651 -0.0004
H 3.818 1.398 -0.039 0.0000
H -4.455 2.338 0.360 -0.0006
H -4.217 0.566 0.629 0.0001
H -3.716 1.299 -0.938 0.0001
H -3.571 2.820 2.607 -0.0004
H -1.910 2.534 3.238 0.0000
H -3.045 1.170 3.062 0.0000
H -2.629 4.203 0.776 -0.0004
H -1.575 3.704 -0.603 0.0000
H -0.864 3.908 1.023 0.0000
H 1.857 0.830 -3.549 -0.0007
H 1.759 -0.615 -2.527 0.0000
H 2.912 0.646 -2.111 0.0000
H 1.464 3.358 -2.483 -0.0011
H 2.283 3.036 -0.942 0.0000
H 0.646 3.680 -0.942 -0.0001
H -0.203 1.594 -3.765 -0.0009
H -1.269 2.453 -2.586 0.0001
H -1.440 0.707 -2.854 0.0000
C -0.720 -2.624 -3.774 -0.0025
C -1.800 -2.465 -4.660 -0.0007
C -1.907 -3.312 -5.781 -0.0001
C -0.972 -4.294 -6.015 -0.0006
C 0.061 -4.510 -5.102 -0.0002
C 0.185 -3.682 -3.983 -0.0007
S -0.586 -1.461 -2.371 -0.0083
H -0.804 -2.071 -1.091 -0.0008
H -2.564 -1.691 -4.497 0.0000
H -2.727 -3.149 -6.487 0.0000
H -1.051 -4.962 -6.882 0.0000
H 0.795 -5.281 -5.232 0.0000
H 1.001 -3.871 -3.262 0.0000
C -0.846 0.262 4.584 0.0000
C -0.515 -0.807 3.642 0.0004
C -0.103 -2.054 4.286 -0.0002
O -0.675 -0.682 2.385 -0.0097
H -0.472 -0.069 5.579 0.0000
H -1.948 0.403 4.639 0.0000
H -0.391 1.242 4.313 0.0000
H 0.080 -2.902 3.622 0.0000
H 0.836 -1.823 4.846 -0.0001
H -0.907 -2.279 5.024 0.0001
```

(7)
Molecular formula: C33H26F11N3O4SbTeV
Method: DFT, ωB97M-V/def2-TZVPD

The multiplicity is 1. For the orbital gap (spin up / spin down), the calculation gives 3.56 / 3.56 eV. Its maximum force is 5.6 eV/Å. Its lowest unoccupied orbital energy (spin up / spin down) is -9.29 / -9.29 eV. Its charge is +2. Its total energy is -116698.150 eV.

XYZ file:
```
80
Properties=species:S:1:pos:R:3:lowdin_charge:R:1
V 1.038 0.742 0.921 0.8900
C -3.203 5.550 -0.290 -0.0459
C -3.531 4.271 -1.032 -0.2818
C -3.856 3.159 -0.216 -0.0018
C -4.314 1.950 -0.819 -0.0134
C -4.431 1.884 -2.177 -0.2927
N -4.921 0.695 -2.803 0.1422
C -4.580 -0.606 -2.584 -0.5067
O -5.137 -1.563 -3.007 0.1322
N -3.309 -0.696 -1.848 0.1423
C -2.144 0.066 -1.974 -0.1870
C -1.741 0.801 -3.161 0.0760
C -0.571 1.541 -3.121 -0.0188
C 0.239 1.489 -2.035 -0.1730
N -0.020 0.687 -0.980 -0.1043
C -1.203 0.027 -0.962 -0.0563
C -4.265 3.007 -2.951 -0.0132
C -3.738 4.184 -2.379 -0.0239
H -3.836 6.420 -0.569 0.1061
H -2.168 5.787 -0.483 0.0620
H -3.268 5.431 0.763 0.0471
H -3.724 3.275 0.874 0.1191
H -4.504 1.180 -0.131 0.1037
H -5.694 0.760 -3.493 0.1850
H -3.237 -1.508 -1.240 0.1469
H -2.312 0.789 -4.096 0.1423
H -0.212 2.007 -3.992 0.1189
H 1.206 1.944 -2.029 0.1069
H -1.414 -0.551 -0.086 0.1036
H -4.499 2.989 -3.984 0.1105
H -3.705 5.066 -3.037 0.1315
Te 2.617 -0.630 -0.810 1.7650
C 3.924 -1.853 0.300 -0.4979
C 3.746 -3.206 0.535 -0.1144
C 4.585 -3.892 1.401 -0.0347
C 5.729 -3.228 1.946 -0.0187
C 5.955 -1.897 1.561 -0.0542
C 5.030 -1.231 0.766 -0.1971
C 1.376 -1.906 -1.939 -0.4622
C 1.302 -1.616 -3.283 -0.1418
C 0.496 -2.392 -4.134 -0.0461
C -0.193 -3.440 -3.591 -0.0279
C -0.070 -3.772 -2.210 -0.0549
C 0.660 -3.008 -1.393 -0.1353
H 2.909 -3.706 0.121 0.0815
H 4.462 -4.981 1.554 0.1289
H 6.510 -3.809 2.445 0.1227
H 6.875 -1.352 1.898 0.1374
H 5.352 -0.205 0.459 0.1269
H 1.929 -0.774 -3.627 0.1059
H 0.519 -2.183 -5.218 0.1353
H -0.872 -4.029 -4.184 0.1202
H -0.568 -4.698 -1.884 0.1336
H 0.715 -3.271 -0.364 0.0887
F 1.522 2.549 0.429 -0.3854
Sb 0.115 3.949 1.327 1.5659
F 1.038 3.806 2.949 -0.2930
F 0.950 5.524 0.887 -0.2796
F -1.359 4.685 2.197 -0.2895
F -0.567 3.740 -0.454 -0.2989
F -0.661 2.118 1.510 -0.3447
F -0.457 -4.938 5.032 0.2630
C -0.306 -3.981 4.256 -0.1647
C 0.948 -3.351 4.148 -0.0970
F 2.084 -3.805 4.657 0.1574
C 1.017 -2.188 3.322 -0.0814
F 2.210 -1.651 3.198 0.1365
C -0.031 -1.795 2.396 -0.2406
O 0.173 -0.877 1.553 -0.0931
C -1.226 -2.517 2.533 -0.0942
F -2.275 -2.139 1.770 0.1226
C -1.393 -3.582 3.417 -0.0799
F -2.544 -4.263 3.548 0.1524
C 4.077 1.424 3.939 0.1002
O 3.913 0.882 2.561 0.0335
C 2.770 0.801 2.095 -0.4036
O 1.712 1.204 2.630 -0.0485
H 4.350 0.570 4.659 0.1544
H 3.168 1.963 4.157 0.0950
H 4.842 2.169 3.855 0.1048
```

(8)
Molecular formula: C5H11NOP2
Method: DFT, ωB97M-V/def2-TZVPD

The multiplicity is 1. For the orbital gap, the calculation gives 8.67 eV. Its SMILES is C[PH]#[PH]OC1=NCCC1. Its maximum force is 3.7 eV/Å. Its lowest unoccupied orbital energy is 0.82 eV. Its total energy is -27476.961 eV.

XYZ file:
```
20
Properties=species:S:1:pos:R:3:lowdin_charge:R:1
C -0.466 -0.138 -0.703 -0.5094
C -1.904 0.453 -0.968 -0.0920
C -2.754 -0.115 0.141 -0.1492
C -1.678 -0.978 0.973 -0.1749
C 2.414 1.036 1.094 -0.4346
N -0.369 -0.820 0.354 0.0184
O 0.490 -0.118 -1.652 -0.3744
P 3.249 0.488 -0.476 0.5363
P 1.838 -1.038 -1.177 0.6560
H -1.703 1.544 -0.875 0.1260
H -2.180 0.117 -1.954 0.1057
H -3.153 0.709 0.830 0.1182
H -3.675 -0.657 0.029 0.0879
H -1.638 -0.800 2.043 0.0996
H -1.822 -2.036 0.851 0.0961
H 1.309 0.952 0.794 0.0079
H 2.570 2.114 1.404 0.0371
H 2.722 0.427 1.941 0.0150
H 4.433 -0.250 -0.073 -0.1041
H 2.317 -0.887 -2.576 -0.0657
```